(1)
A molecular structure, C3H8NOS, computed with ωB97M-V with the def2-TZVPD basis set.

```
14
Properties=species:S:1:pos:R:3:forces:R:3
C 0.9668 -0.1679 0.6998 -2.0 -4.9 1.9
C -0.4740 -0.2889 0.9224 0.6 -0.7 -0.7
C 0.1545 1.6481 -2.1721 1.5 1.7 -3.8
N -0.9551 -1.3805 1.8963 1.0 0.7 -0.5
O 0.0300 -0.9177 -0.2253 0.2 1.0 1.4
S -0.2284 -0.0663 -2.3381 -0.5 -0.1 -0.5
H 1.3766 0.6381 0.3077 1.6 3.8 -1.7
H 1.6418 -0.8857 1.1973 -0.1 0.5 -0.3
H -0.4156 2.4107 -2.8457 -0.1 -1.8 1.3
H 1.1876 1.9026 -2.6366 -1.2 -0.7 1.7
H -0.0183 1.9182 -1.1705 0.0 0.7 1.4
H -1.5974 -1.9573 1.3584 0.0 -0.5 0.1
H -1.4684 -0.9331 2.6326 -0.6 0.4 0.5
H -0.2003 -1.9204 2.3740 -0.5 0.0 -0.7
```
Forces are in eV/Å.

Calculated values
* E_HOMO (spin up / spin down): -12.429 / -12.565 eV
* largest force on an atom: 0.110 Eh/bohr
* relative energy (zero: lowest compared OMol25 entry of this formula, charge and spin): 6.0787 eV
* energy: -17600.35340 eV
* net charge: +1
* LUMO (spin up / spin down): -0.24306 / -0.19114 hartree


(2)
11 unconnected molecules or ions with the total composition C32H49N9O2S2, computed with ωB97M-V with the def2-TZVPD basis set.

```
94
Properties=species:S:1:pos:R:3:forces:R:3
C -11.0991 -12.0055 -20.7588 -0.4 -0.4 0.1
S -10.8673 -10.5635 -21.8337 0.5 0.7 -0.4
O -9.7298 -10.7168 -22.8204 -1.0 -0.6 1.1
C -12.4166 -10.7727 -22.7183 -0.1 0.2 -1.2
H -10.9764 -12.8927 -21.3809 0.4 -0.1 0.3
H -12.1054 -12.0665 -20.3329 -0.3 0.5 -0.6
H -10.5197 -11.9669 -19.8368 0.8 0.0 -0.5
H -13.1547 -10.1456 -22.2217 -0.3 -0.5 0.2
H -12.7048 -11.7972 -22.9589 -0.1 -0.1 0.8
H -12.3261 -10.3671 -23.7300 0.5 0.5 0.2
C -7.7567 -13.3781 -27.2392 -0.5 0.7 0.7
S -9.3530 -14.0868 -26.7192 -0.6 -1.3 -0.3
O -9.1353 -15.4325 -26.0578 0.1 1.3 -0.4
C -9.8512 -12.9681 -25.3709 1.3 -0.3 0.7
H -8.0034 -12.3262 -27.4013 0.3 0.1 0.1
H -7.3731 -13.7566 -28.1832 -0.4 -0.5 0.1
H -7.0104 -13.4886 -26.4555 0.0 0.1 0.1
H -10.7657 -13.3182 -24.8971 -0.2 -0.2 -0.6
H -9.8954 -11.9035 -25.5889 0.0 -0.1 -0.3
H -9.0858 -13.1333 -24.6062 0.1 0.3 0.0
C -3.7666 -10.3569 -29.8542 -0.6 -0.6 0.3
C -4.4511 -10.8531 -28.6444 0.4 0.2 -0.4
N -5.0071 -11.2475 -27.7220 0.0 -0.1 0.1
H -4.2980 -10.7963 -30.6989 0.0 0.2 -0.1
H -2.7424 -10.7181 -29.9063 0.1 0.2 0.2
H -3.8333 -9.2731 -29.8925 0.1 0.0 0.0
C -4.3460 -9.9573 -21.5171 0.6 -0.5 1.2
C -3.7939 -10.6740 -20.3548 0.2 -0.2 -0.3
N -3.3684 -11.2597 -19.4631 0.0 0.0 0.0
H -4.3824 -10.6614 -22.3457 -0.3 0.1 -0.1
H -3.6568 -9.1398 -21.7221 -0.3 0.2 -0.2
H -5.3227 -9.6323 -21.1626 -0.1 0.3 -0.6
C -4.3466 -8.8882 -25.6672 -0.4 -0.5 0.6
C -5.0287 -7.7130 -26.2006 0.2 -0.3 -0.1
N -5.5804 -6.8159 -26.6557 0.0 0.1 0.0
H -3.8714 -8.6927 -24.7067 0.2 0.3 -0.2
H -3.6561 -9.3480 -26.3669 0.1 0.3 0.0
H -5.0813 -9.6623 -25.4364 -0.1 0.1 -0.2
C -5.4012 -15.8448 -25.8849 -0.7 -1.6 1.7
C -6.1854 -16.9385 -25.2353 0.4 0.8 0.3
N -6.7569 -17.7966 -24.7334 0.0 -0.2 0.0
H -4.3859 -15.9211 -25.4959 0.3 -0.5 -0.8
H -5.6756 -14.8872 -25.4465 -0.7 0.1 -0.8
H -5.5824 -16.1098 -26.9218 0.6 1.1 -0.4
N -5.9309 -13.5928 -22.3107 0.1 0.3 -0.1
C -6.7999 -12.5442 -22.4391 0.3 0.0 -0.2
C -6.4195 -11.8397 -23.5623 -0.9 0.7 0.2
C -5.2862 -12.4407 -24.1243 0.2 -1.1 0.1
C -5.0117 -13.5375 -23.3153 0.1 -0.2 0.2
H -5.8446 -14.2200 -21.4975 -0.2 0.5 -0.7
H -7.6010 -12.3605 -21.7434 0.0 -0.1 0.0
H -6.9280 -10.9625 -23.9353 -0.1 -0.1 0.0
H -4.8474 -12.2070 -25.0826 0.2 0.1 0.1
H -4.2692 -14.3213 -23.3136 0.2 0.2 -0.4
N -8.1753 -9.5568 -16.5600 -0.4 -0.8 -0.8
C -8.7200 -9.8604 -17.7896 -0.2 0.6 0.1
C -7.6964 -10.2175 -18.6217 -0.6 -0.3 -0.7
C -6.5180 -10.2450 -17.8735 0.7 -0.1 0.8
C -6.8493 -9.8693 -16.5950 0.4 0.5 0.4
H -8.6996 -9.2185 -15.7766 0.1 -0.1 0.1
H -9.7806 -9.7940 -17.9709 0.0 0.2 0.0
H -7.7757 -10.4502 -19.6735 -0.1 -0.1 0.0
H -5.5456 -10.5721 -18.2046 0.0 0.1 0.0
H -6.2695 -9.7601 -15.6920 0.2 0.0 -0.2
N -4.8278 -16.5075 -20.1268 0.9 0.6 0.4
C -4.6695 -15.1556 -19.9040 -0.5 -0.1 0.0
C -5.9275 -14.6436 -19.5890 0.6 -0.6 0.4
C -6.8319 -15.7457 -19.5794 0.4 0.4 0.1
C -6.0925 -16.8551 -19.8722 -1.8 -0.9 -0.2
H -4.0716 -17.1610 -20.2276 0.0 0.1 -0.1
H -3.6795 -14.7445 -20.0186 -0.1 0.4 0.1
H -6.1928 -13.6259 -19.3511 0.3 0.1 0.0
H -7.8915 -15.7332 -19.3887 0.0 0.1 0.0
H -6.4799 -17.8578 -19.9697 0.4 -0.1 -0.1
N -0.8750 -15.6742 -27.9518 0.1 -0.1 -0.6
C -1.6037 -15.0972 -28.9660 0.3 -0.3 0.8
C -2.6107 -14.3867 -28.3516 0.2 0.1 -1.2
C -2.4756 -14.5526 -26.9683 -0.2 0.3 0.8
C -1.3917 -15.3631 -26.7281 0.3 0.3 -0.4
H -0.0208 -16.1779 -28.1073 -0.1 -0.1 0.1
H -1.3177 -15.3148 -29.9807 -0.2 0.3 -0.1
H -3.3158 -13.7485 -28.8607 -0.2 -0.2 0.1
H -3.1244 -14.0512 -26.2671 0.2 -0.2 0.3
H -0.8290 -15.6728 -25.8627 -0.4 0.1 0.3
N 0.6170 -15.1409 -22.1693 -0.7 -0.5 -0.4
C -0.2853 -16.1839 -22.2582 0.5 0.2 0.5
C -1.5312 -15.6278 -22.3650 -0.7 -0.9 0.7
C -1.4094 -14.2413 -22.2814 0.3 0.9 -0.7
C -0.0676 -13.9608 -22.2477 0.3 0.4 0.5
H 1.5890 -15.2545 -21.9539 0.1 0.1 -0.2
H 0.0361 -17.1938 -22.0648 -0.1 0.0 -0.3
H -2.4914 -16.1224 -22.3226 0.2 -0.3 -0.3
H -2.2390 -13.5533 -22.3261 0.2 0.2 0.0
H 0.4770 -13.0304 -22.2458 -0.1 0.0 0.1
```
Forces are in eV/Å.

Calculated values
* E_HOMO: -8.008 eV
* largest force on an atom: 0.046 Eh/bohr
* energy: -73149.84035 eV
* net charge: 0
* LUMO: 0.01639 hartree